An isolated molecule of C7H14N2OSi, computed with ωB97M-V/def2-TZVPD.

Element x y z (Å)
C  4.1927  1.1259  0.1704
C  2.9672  0.2166  0.1349
C  1.5624  0.4230  -0.0773
C  0.9387  -0.8206  -0.1181
O  -0.3680  -1.0383  -0.1575
Si  -1.8363  -0.2221  -0.0837
C  -2.0298  0.7044  -1.6759
C  -2.0493  0.6678  1.4767
C  -3.1773  -1.7154  0.1041
N  1.9617  -1.7867  -0.0618
N  3.0939  -1.1096  0.0705
H  4.5974  1.1178  -0.8446
H  4.8858  1.0447  0.9837
H  3.7632  2.1250  0.1423
H  0.9878  1.3000  -0.2742
H  -3.1989  0.8834  -1.8285
H  -1.4889  1.5887  -1.7773
H  -1.8298  0.1261  -2.6126
H  -1.1788  1.2413  1.9194
H  -2.8800  1.4617  1.2387
H  -2.5929  0.2521  2.4115
H  -4.3009  -1.5470  0.1659
H  -3.1118  -2.4470  -0.7034
H  -2.9263  -2.1055  1.1197
H  4.0183  -1.4860  0.2769

LUMO, eV: 0.81
SMILES string: Cc1cc(O[Si](C)(C)C)n[nH]1
Gap between HOMO and LUMO, Eh: 0.337

=====

The ion C7H14N2S with charge +2, computed with ωB97M-V/def2-TZVPD.

Element x y z (Å)
C  1.0154  -1.3824  -0.2688
C  -0.3112  -1.5691  -0.1249
C  1.1325  0.8949  -0.1988
C  -1.4535  0.3824  -0.7005
C  -2.2328  1.4975  -0.1558
C  -2.6271  -1.4080  0.4031
C  4.1603  1.1200  0.3314
N  1.7749  -0.2261  -0.2810
N  -1.3739  -0.6736  0.2174
S  3.4926  -0.5611  0.0581
H  1.6424  -2.2965  -0.6271
H  -0.5893  -2.5221  -0.3485
H  1.5068  1.8941  -0.0513
H  -1.3445  0.1593  -1.7778
H  -2.3750  1.4461  0.8816
H  -3.1737  1.5336  -0.5819
H  -1.7663  2.4943  -0.3509
H  -3.5181  -0.7611  0.8137
H  -3.0514  -1.8428  -0.5252
H  -2.5867  -2.2977  1.0043
H  4.4595  1.3215  1.3205
H  3.4130  1.8075  0.0546
H  4.9950  1.1691  -0.2933
H  -1.1892  -0.1800  1.2012

LUMO (spin up / spin down), eV: -10.14 / -10.15
Charge: +2
Gap between HOMO and LUMO (spin up / spin down), Eh: 0.245 / 0.245

=====

A cluster of 2 separate species, C7H14N3 in total, computed with ωB97M-V/def2-TZVPD.

Element x y z (Å)
C  3.3077  -0.7967  -0.4197
C  2.0734  -1.1335  0.1416
C  2.1221  1.0530  -0.0824
C  1.6836  -2.5026  0.5367
C  -3.1461  -0.3835  -0.3922
C  -2.4293  0.9320  -0.1337
C  1.6393  2.4303  -0.0882
N  1.3854  -0.0055  0.4341
N  3.2809  0.5538  -0.4912
N  0.6845  2.7175  0.6765
H  4.0377  -1.4004  -0.7442
H  2.3292  -3.3243  0.3336
H  1.3974  -2.6891  1.6450
H  0.6767  -2.6348  -0.0501
H  -3.7990  -0.6341  0.3015
H  -3.6392  -0.3022  -1.2670
H  -2.3866  -1.2441  -0.7152
H  -3.2140  1.6025  0.4323
H  -1.6793  0.7142  0.7004
H  2.0883  3.2557  -0.5954
H  0.4231  0.1372  0.7364
H  4.0441  1.0971  -0.8377
H  -1.9408  1.3233  -0.9921
H  0.3728  3.6798  0.6647

LUMO, eV: -4.33
Charge: +1
Gap between HOMO and LUMO, Eh: 0.339

=====

A cluster of 2 separate species, C7H14N3 in total, computed with ωB97M-V/def2-TZVPD.

Element x y z (Å)
C  0.7895  -0.5618  -1.1931
C  -0.3113  -0.9688  -0.5015
C  1.5839  0.1906  -0.2645
C  -1.4539  -1.8091  -0.9309
C  2.8993  0.8186  -0.5013
C  -0.8144  -0.9151  1.9687
C  -1.2634  1.4408  0.5175
N  0.9899  0.2412  0.8958
N  -0.7436  2.0085  -0.5355
N  -0.2137  -0.3863  0.7627
H  1.0421  -0.7987  -2.2062
H  -1.9676  -1.3611  -1.7807
H  -2.1688  -1.9722  -0.1299
H  -1.0842  -2.7832  -1.2547
H  2.8894  1.4261  -1.4038
H  3.6506  0.0425  -0.6383
H  3.1822  1.4229  0.3558
H  -0.6044  -0.2267  2.7835
H  -1.8892  -1.0340  1.8565
H  -0.3716  -1.8798  2.2158
H  -2.2244  0.9557  0.4247
H  -0.9504  1.7934  1.4890
H  0.0988  2.5630  -0.4601
H  -1.0650  1.7936  -1.4697

LUMO, eV: -3.73
Charge: +1
Gap between HOMO and LUMO, Eh: 0.357

=====

The ion C7H14N3 with charge +1, computed with ωB97M-V/def2-TZVPD.

Element x y z (Å)
C  -0.9654  -1.7224  0.5046
C  -0.5109  -0.8524  -0.6235
N  -0.0614  0.4198  -0.0392
C  -0.9863  1.2981  0.1727
C  -2.3363  1.2381  0.1442
N  -3.0924  0.2608  0.0322
N  -3.8196  -0.5423  -0.2497
C  1.3369  0.7417  0.1052
C  1.8971  0.6186  -1.2842
C  2.0589  -0.2063  1.0716
H  -1.6195  -1.2552  1.2124
H  -1.6043  -2.4822  -0.0607
H  -0.1774  -2.2170  1.1222
H  -1.2564  -0.7540  -1.3968
H  0.3990  -1.4370  -1.0910
H  -0.6654  2.3077  0.4728
H  -2.8167  2.2182  0.3525
H  1.3210  1.7019  0.4459
H  2.8990  0.8796  -1.3376
H  1.7351  -0.4245  -1.6273
H  1.3944  1.2094  -1.9854
H  3.0717  0.3383  1.1611
H  2.1548  -1.1631  0.7520
H  1.6445  -0.1758  2.1461

LUMO, eV: -4.58
SMILES string: CCN(/C=C\[N+]#N)C(C)C
Charge: +1
Gap between HOMO and LUMO, Eh: 0.333

=====

A structure of composition C7H14N3OP, computed with ωB97M-V/def2-TZVPD.

Element x y z (Å)
C  0.5596  -2.7394  -1.4440
C  1.5682  -1.9381  -1.8795
C  0.0119  -0.7183  -1.1445
C  2.1067  0.4851  -1.7510
C  0.1540  -0.2491  2.1643
C  -0.3707  2.2170  2.0593
C  -2.6017  0.0027  -0.0005
N  -0.4622  -1.9689  -1.0377
N  1.2236  -0.6442  -1.6391
N  0.1927  1.0428  1.4732
O  -0.8761  1.8918  -1.3520
P  -1.0059  0.6927  -0.5402
H  0.3606  -3.7777  -1.7618
H  2.5553  -2.1812  -2.3205
H  3.1269  0.2012  -1.7601
H  1.9185  1.0007  -2.6281
H  1.8440  1.0998  -0.8136
H  -0.5610  -0.8669  1.4891
H  1.1710  -0.6491  2.2411
H  -0.2778  -0.2362  3.2351
H  -1.2658  2.6035  1.5012
H  -0.7793  2.0505  3.0841
H  0.3254  2.9180  2.3905
H  -3.3605  0.6315  -0.4826
H  -2.9036  -1.0242  -0.2015
H  -2.6536  0.1559  1.1187

LUMO (spin up / spin down), eV: 0.43 / 0.43
Gap between HOMO and LUMO (spin up / spin down), Eh: 0.310 / 0.310

=====

A cluster of 2 separate species, C7H14N3OP in total, computed with ωB97M-V/def2-TZVPD.

Element x y z (Å)
C  -1.3880  1.8409  1.4088
C  -1.2008  0.9507  2.3939
C  -0.0847  0.3346  0.6754
C  -0.0058  -1.2745  2.4798
C  0.5954  0.9493  -2.5551
C  2.8761  0.4300  -1.8307
C  -2.9117  -1.5494  -0.4947
N  -0.6572  1.4269  0.3537
N  -0.4376  -0.0485  1.9267
N  1.4417  0.4600  -1.5016
O  2.1746  -1.1177  0.4310
P  1.0212  -0.7410  -0.4281
H  -2.1537  2.5484  1.4085
H  -1.6051  1.0038  3.3789
H  -0.3751  -2.1081  1.8487
H  1.0608  -1.4243  2.6117
H  -0.4073  -1.3058  3.4772
H  1.0424  1.8179  -2.9611
H  0.7203  0.2656  -3.3341
H  -0.4263  1.0480  -2.1482
H  3.1324  1.5279  -2.0190
H  3.3958  0.0009  -0.9648
H  3.1261  -0.3374  -2.6715
H  -3.4928  -0.9531  -1.1402
H  -2.5878  -2.4706  -0.8772
H  -2.8529  -1.2745  0.5319

LUMO (spin up / spin down), eV: -1.30 / 0.01
Gap between HOMO and LUMO (spin up / spin down), Eh: 0.271 / 0.297

=====

A cluster of 4 separate species, C7H14N4O6 in total, computed with ωB97M-V/def2-TZVPD.

Element x y z (Å)
C  2.1867  -2.2172  -1.3565
N  2.5731  -3.1306  -2.4337
O  2.7789  -4.2932  -2.1590
O  2.7210  -2.6019  -3.5607
H  1.0367  -2.2660  -1.4655
H  2.4329  -1.2174  -1.6662
H  2.5235  -2.3834  -0.3662
C  -0.3514  2.5960  -2.8245
N  0.2692  1.9948  -1.6082
O  0.5773  0.8188  -1.6943
O  0.6102  2.7155  -0.6602
H  0.3532  2.5261  -3.6002
H  -0.4868  3.6157  -2.4784
H  -1.2018  1.9167  -3.1492
C  -2.7426  1.8753  1.1532
N  -3.4407  0.9349  0.2111
O  -3.0921  0.8814  -0.9614
O  -4.4815  0.4252  0.6313
H  -3.1634  2.8653  1.1591
H  -1.6764  1.9875  0.9446
H  -2.8548  1.3955  2.1525
C  0.8408  0.0377  3.0995
C  0.8948  0.0672  1.6656
C  0.5103  -1.1715  1.2854
N  0.1489  -1.9064  2.3429
C  0.3576  -1.1584  3.4659
H  1.2052  0.7978  3.8604
H  1.1752  0.7730  0.9317
H  0.4308  -1.4823  0.3010
H  -0.1869  -2.8266  2.3450
H  0.0520  -1.5695  4.4348

LUMO, eV: -0.28
SMILES string: C[N+](=O)[O-].C[N+](=O)[O-].C[N+](=O)[O-].c1cc[nH]c1
Gap between HOMO and LUMO, Eh: 0.307

=====

Sequential E_tot output: -749.3622; -781.9292; -439.0973; -439.1203; -439.0428; -855.9002; -855.8550; -945.2559 Ha
Sequential energy above the lowest of the compared OMol25 structures with the same formula, charge and spin output: 111.2; 470.0; 238.7; 178.2; 381.7; 176.6; 295.4; 0.0 kJ/mol